Run a
{
  "formula": "C6H10NOP",
  "method": "wB97M-V/def2-TZVPD",
  "symbols": ["P", "O", "N", "C", "C", "C", "C", "C", "C", "H", "H", "H", "H", "H", "H", "H", "H", "H", "H"],
  "positions_angstrom": [[2.205, -0.303, 0.579], [-1.645, -0.885, -0.241], [-0.447, 0.874, 0.482], [0.417, -0.255, 0.220], [-2.815, 1.284, 0.228], [2.485, 1.157, -0.493], [-0.299, -1.273, -0.268], [-1.590, 0.415, 0.201], [0.016, -2.587, -0.806], [1.622, 1.768, -0.356], [-3.266, 1.220, 1.241], [1.054, -2.883, -0.899], [-2.526, 2.332, 0.000], [2.136, 0.408, 1.769], [-0.434, -3.446, -0.340], [3.460, 1.514, -0.496], [-3.498, 0.847, -0.477], [-0.342, -2.644, -1.878], [2.257, 0.760, -1.576]],
  "lowdin_charge": [0.873, 0.089, 0.139, -0.462, 0.004, -0.361, -0.327, -0.421, -0.038, -0.002, 0.092, 0.072, 0.097, -0.077, 0.077, -0.008, 0.069, 0.109, 0.076],
  "smiles": "CPc1nc(C)oc1C",
  "gap_ha": 0.363
}

***

Run b
{
  "formula": "C6H10NOP",
  "method": "wB97M-V/def2-TZVPD",
  "symbols": ["P", "O", "N", "C", "C", "C", "C", "C", "C", "H", "H", "H", "H", "H", "H", "H", "H", "H", "H"],
  "positions_angstrom": [[-0.591, -2.098, 0.439], [-1.837, 1.278, 0.952], [-2.326, 0.032, -0.838], [1.538, 1.038, -0.934], [1.650, 1.281, 0.366], [0.610, -0.039, -1.198], [-1.617, 0.372, 0.213], [-0.063, -0.278, 0.086], [0.781, 0.400, 1.169], [2.247, 1.357, -1.661], [0.268, 0.979, 2.057], [1.193, -0.904, -1.341], [-0.875, -1.946, 1.739], [2.474, 1.965, 0.799], [-2.018, -0.734, -1.379], [0.691, -2.641, 0.536], [-0.061, 0.095, -2.067], [1.262, -0.309, 1.883], [-3.327, 0.152, -0.823]],
  "lowdin_charge": [0.886, 0.075, 0.149, -0.102, -0.093, -0.230, -0.581, -0.560, -0.211, 0.101, 0.148, 0.096, -0.124, 0.137, 0.056, -0.106, 0.129, 0.108, 0.124],
  "smiles": "NC(=O)C1(P)CC=CC1",
  "gap_ha": 0.357
}

***

The structure with the greatest stability is run a.

***

Run a
{
  "formula": "C25H35FeN3",
  "method": "wB97M-V/def2-TZVPD",
  "symbols": ["Fe", "N", "N", "N", "C", "C", "C", "C", "C", "C", "C", "C", "C", "C", "C", "C", "C", "C", "C", "C", "C", "C", "C", "C", "C", "C", "C", "C", "C", "H", "H", "H", "H", "H", "H", "H", "H", "H", "H", "H", "H", "H", "H", "H", "H", "H", "H", "H", "H", "H", "H", "H", "H", "H", "H", "H", "H", "H", "H", "H", "H", "H", "H", "H"],
  "positions_angstrom": [[1.418, 1.050, -0.672], [-0.753, 1.134, -0.628], [1.173, -2.501, 0.947], [-0.141, -1.729, -1.524], [-3.304, 1.613, 3.601], [-0.862, 1.009, 3.451], [-3.043, 1.191, -1.558], [2.572, -0.382, -1.461], [3.075, -3.740, 1.726], [-1.546, -3.791, -2.774], [2.092, -2.750, 1.877], [-1.741, -2.460, -3.167], [-1.975, 3.280, -0.649], [-1.139, 2.298, -2.741], [3.057, -4.527, 0.569], [2.043, -4.314, -0.362], [-2.149, 1.037, 1.419], [0.279, 0.562, 2.761], [1.534, 0.348, 3.542], [1.116, -3.275, -0.142], [2.915, 2.247, -0.463], [-0.616, -4.067, -1.774], [-0.958, 0.789, 0.676], [0.200, 0.333, 1.381], [-1.006, -1.461, -2.502], [-2.089, 1.204, 2.803], [1.514, 3.010, -0.497], [-1.723, 1.958, -1.371], [0.068, -2.994, -1.162], [-2.422, -2.172, -3.962], [-1.112, -0.413, -2.791], [1.378, -0.433, 4.298], [-0.397, -5.073, -1.428], [-2.577, 3.927, -1.299], [-3.829, 1.589, -0.909], [-0.791, 1.151, 4.530], [3.022, 1.224, 0.013], [3.116, -0.951, -0.689], [1.845, 1.253, 4.084], [1.940, -4.890, -1.282], [2.364, 0.039, 2.898], [0.686, 2.684, -1.172], [-3.473, 0.927, 4.443], [-3.093, 1.153, 0.896], [-2.913, 0.123, -1.368], [3.831, -3.856, 2.498], [-4.208, 1.612, 2.983], [3.416, 2.273, -1.436], [-1.955, 2.667, -3.372], [1.117, 3.276, 0.491], [3.476, 2.849, 0.267], [1.816, 3.941, -0.993], [-3.206, 2.618, 4.037], [0.917, -0.344, 0.863], [3.812, -5.287, 0.388], [2.055, -2.126, 2.776], [-3.384, 1.313, -2.591], [3.312, 0.104, -2.122], [-1.023, 3.780, -0.430], [-2.517, 3.125, 0.287], [-0.692, 1.426, -3.231], [1.966, -1.077, -2.054], [-0.388, 3.095, -2.689], [-2.105, -4.597, -3.240]],
  "lowdin_charge": [0.592, -0.044, 0.119, 0.112, -0.060, -0.053, -0.047, -0.214, -0.056, -0.064, -0.120, -0.047, -0.040, -0.062, -0.063, -0.016, -0.016, -0.281, -0.075, -0.224, -0.208, -0.019, -0.284, -0.066, -0.122, -0.277, -0.181, -0.631, -0.219, 0.100, 0.076, 0.081, 0.108, 0.090, 0.073, 0.110, 0.064, 0.000, 0.083, 0.112, 0.062, 0.029, 0.078, 0.085, 0.077, 0.100, 0.071, 0.094, 0.084, 0.109, 0.101, 0.107, 0.080, 0.068, 0.105, 0.090, 0.075, -0.009, 0.072, 0.070, 0.069, -0.025, 0.072, 0.103],
  "gap_ha": [0.243, 0.244],
  "spin_multiplicity": 5
}

***

Run b
{
  "formula": "C25H35FeN3",
  "method": "wB97M-V/def2-TZVPD",
  "symbols": ["Fe", "N", "N", "N", "C", "C", "C", "C", "C", "C", "C", "C", "C", "C", "C", "C", "C", "C", "C", "C", "C", "C", "C", "C", "C", "C", "C", "C", "C", "H", "H", "H", "H", "H", "H", "H", "H", "H", "H", "H", "H", "H", "H", "H", "H", "H", "H", "H", "H", "H", "H", "H", "H", "H", "H", "H", "H", "H", "H", "H", "H", "H", "H", "H"],
  "positions_angstrom": [[-2.162, 0.806, -0.535], [2.170, 1.769, -1.253], [-1.327, -1.014, 0.455], [1.493, -0.889, -1.375], [-0.278, -0.602, 2.691], [-2.463, -2.987, -0.425], [0.031, 0.424, 3.569], [-2.155, 2.585, -0.609], [3.418, -2.779, -2.168], [3.675, -1.411, -2.261], [-3.841, 0.125, -0.651], [-1.302, 0.421, -2.493], [-2.882, -2.196, 1.906], [0.082, 2.006, 1.707], [0.123, 1.739, 3.075], [-0.172, 0.942, 0.745], [2.880, 0.957, -2.049], [2.166, -3.189, -1.698], [2.397, 3.079, -1.312], [-0.730, -3.341, 1.315], [0.220, 0.177, 5.040], [1.234, -2.193, -1.316], [0.137, 3.414, 1.261], [2.670, -0.496, -1.871], [-0.563, -0.343, 1.300], [3.252, 3.653, -2.264], [3.775, 1.452, -3.023], [3.949, 2.823, -3.136], [-1.833, -2.372, 0.815], [-1.191, 2.492, -1.111], [-0.641, 0.473, 5.662], [-0.088, 3.461, 0.197], [3.341, 4.731, -2.290], [0.217, -3.184, 0.789], [1.883, -4.240, -1.593], [-3.561, -0.723, -1.313], [-2.845, -3.993, -0.167], [-3.660, -1.515, 1.541], [-1.717, -3.085, -1.224], [-4.081, 0.064, 0.433], [-1.111, -0.596, -2.875], [1.072, 0.765, 5.404], [-2.383, 2.641, 0.506], [1.118, 3.852, 1.434], [4.183, -3.499, -2.454], [4.275, 0.727, -3.661], [-0.306, -1.616, 3.085], [-4.388, 0.991, -1.097], [1.880, 3.692, -0.574], [4.625, -1.005, -2.603], [-0.330, 0.908, -2.620], [-2.426, -1.773, 2.808], [-1.936, 0.881, -3.270], [-3.124, 2.809, -1.185], [0.425, -0.885, 5.242], [-0.598, 4.031, 1.782], [-3.330, -3.169, 2.151], [-0.557, -3.278, 2.401], [-3.297, -2.365, -0.761], [-1.064, -4.374, 1.124], [0.475, 0.922, -0.135], [0.229, -2.444, -0.966], [4.617, 3.218, -3.887], [0.329, 2.521, 3.787]],
  "lowdin_charge": [0.659, 0.124, 0.031, 0.138, 0.002, -0.051, -0.271, -0.192, -0.066, -0.018, -0.188, -0.157, -0.039, -0.251, -0.037, -0.107, -0.208, -0.045, -0.111, -0.040, -0.054, -0.119, -0.086, -0.212, -0.294, -0.055, -0.015, -0.066, -0.608, 0.015, 0.087, 0.035, 0.099, 0.063, 0.105, 0.023, 0.092, 0.061, 0.078, 0.028, -0.007, 0.079, 0.072, 0.081, 0.106, 0.104, 0.081, 0.031, 0.082, 0.102, -0.025, 0.073, -0.006, 0.063, 0.078, 0.093, 0.092, 0.068, 0.049, 0.086, 0.070, 0.065, 0.105, 0.109],
  "gap_ha": [0.237, 0.266],
  "spin_multiplicity": 5
}

***

The structure with the greatest stability is run a.

***

Run a
{
  "formula": "C5H37NO15",
  "method": "wB97M-V/def2-TZVPD",
  "symbols": ["O", "O", "O", "O", "O", "O", "O", "O", "O", "O", "O", "O", "O", "O", "O", "N", "C", "C", "C", "C", "C", "H", "H", "H", "H", "H", "H", "H", "H", "H", "H", "H", "H", "H", "H", "H", "H", "H", "H", "H", "H", "H", "H", "H", "H", "H", "H", "H", "H", "H", "H", "H", "H", "H", "H", "H", "H", "H"],
  "positions_angstrom": [[-2.134, 1.509, 3.345], [0.096, 3.618, 1.258], [2.329, -4.217, 0.026], [4.360, 0.407, -1.303], [-2.467, 2.818, 1.038], [-0.021, -3.682, 0.933], [1.971, 0.130, 2.643], [0.442, 2.188, 3.465], [-2.296, -0.906, -2.169], [2.820, -1.682, -0.613], [-0.813, 2.545, -3.118], [-0.702, -2.660, -0.948], [1.254, -2.087, -2.667], [-0.193, -0.030, -3.591], [-2.651, 1.636, -1.366], [0.418, -0.044, 0.070], [-1.032, -0.990, 1.848], [0.976, 1.234, -0.442], [-0.759, 0.202, 0.921], [-0.792, -2.863, 0.262], [-1.787, -2.159, 1.169], [-2.587, 2.311, 0.214], [5.115, 0.104, -1.824], [-1.652, 0.430, 0.289], [-0.491, 1.931, 3.581], [3.830, -0.345, -1.023], [-2.113, 2.067, -2.034], [1.595, -0.126, 1.799], [-2.227, -2.884, 1.907], [0.565, -2.608, -2.199], [0.164, 1.983, -0.876], [-0.329, -0.211, -4.551], [1.765, 1.000, -1.166], [2.211, -1.128, -0.085], [2.334, -1.743, -1.502], [2.905, -4.404, 0.767], [0.842, -1.356, -3.013], [-3.064, -1.351, -2.519], [-0.082, -1.376, 2.315], [2.875, 0.454, 2.441], [-0.096, 3.066, -2.693], [2.636, -3.312, -0.243], [-2.346, 1.971, 2.473], [-1.536, 3.250, 1.053], [0.980, 1.407, 3.276], [-2.540, 0.666, -1.543], [0.831, -4.009, 0.422], [-1.730, -1.594, -1.611], [-2.658, -1.842, 0.593], [-0.553, 1.101, 1.560], [0.317, 3.151, 2.091], [0.092, -0.630, -0.753], [1.476, 1.826, 0.395], [-1.651, -0.623, 2.664], [-1.026, -0.342, -3.186], [-2.692, 2.036, 3.971], [0.235, 4.511, 1.523], [-0.412, 1.654, -3.273]],
  "lowdin_charge": [-0.108, -0.062, -0.033, -0.080, -0.114, 0.122, -0.041, -0.080, -0.083, -0.096, -0.087, 0.010, -0.014, -0.059, -0.085, -0.129, -0.145, -0.097, -0.222, -0.489, -0.074, -0.008, 0.037, 0.107, 0.003, -0.044, -0.005, -0.007, 0.141, 0.048, 0.100, 0.117, 0.067, 0.038, 0.045, 0.072, -0.048, 0.082, 0.128, 0.093, 0.069, 0.026, 0.021, 0.043, -0.001, 0.011, 0.100, 0.070, 0.117, 0.088, 0.006, 0.094, 0.090, 0.096, 0.021, 0.090, 0.052, 0.006],
  "gap_ha": 0.356
}

***

Run b
{
  "formula": "C5H37NO15",
  "method": "wB97M-V/def2-TZVPD",
  "symbols": ["O", "O", "O", "O", "O", "O", "O", "O", "O", "O", "O", "O", "O", "O", "O", "N", "C", "C", "C", "C", "C", "H", "H", "H", "H", "H", "H", "H", "H", "H", "H", "H", "H", "H", "H", "H", "H", "H", "H", "H", "H", "H", "H", "H", "H", "H", "H", "H", "H", "H", "H", "H", "H", "H", "H", "H", "H", "H"],
  "positions_angstrom": [[-1.457, 2.410, -3.243], [1.957, 1.843, 3.340], [-1.168, 1.869, 3.898], [0.596, 0.602, -2.793], [2.916, 1.252, 0.923], [2.168, -3.580, -0.308], [-2.354, -1.127, 2.243], [-3.254, 3.127, -0.393], [0.513, -0.486, 3.373], [3.088, 1.154, -1.714], [-0.248, -3.170, -1.587], [-3.216, 1.563, 1.956], [3.517, -1.642, -1.867], [-2.062, -0.630, -3.855], [2.317, -1.924, 1.962], [-1.001, -1.249, -0.746], [-1.109, -2.299, -1.618], [-0.903, 1.098, -0.323], [0.236, 0.434, 0.409], [0.043, -1.113, 0.296], [-1.830, -0.043, -0.679], [-4.079, 3.335, -0.833], [2.941, -3.404, -0.871], [3.771, -0.745, -1.610], [1.520, 0.836, -2.597], [-3.329, 1.893, 2.853], [2.716, -1.631, -2.382], [-1.192, 2.760, -4.124], [-0.343, -0.916, 3.203], [-1.950, -2.303, -2.315], [-0.482, 1.898, 4.573], [-3.159, -1.199, 2.786], [-2.478, 0.000, -1.553], [0.098, 0.557, 1.492], [4.030, 1.121, -1.941], [-0.676, 1.828, -3.084], [-0.717, 1.613, 3.072], [-3.090, 2.352, 1.398], [1.383, 1.125, 3.696], [2.301, -2.449, 1.137], [-2.350, -0.594, -4.782], [2.677, 1.984, 1.522], [1.369, -3.677, -0.858], [1.176, -0.983, 2.836], [-2.344, -0.241, 1.854], [0.911, -1.553, -0.225], [2.080, 0.772, 1.051], [-0.443, 1.540, -1.220], [1.332, 2.572, 3.188], [1.235, 0.734, 0.084], [0.407, -0.219, -2.302], [-2.553, 2.871, -0.993], [-2.580, -0.105, 0.125], [3.059, 1.717, -0.909], [3.125, -1.410, 2.025], [-1.289, -0.061, -3.741], [-0.126, -1.634, 1.227], [-1.233, 1.960, 0.244]],
  "lowdin_charge": [-0.084, -0.069, -0.057, -0.059, -0.089, -0.079, -0.055, -0.036, -0.098, -0.076, -0.007, -0.066, -0.040, -0.057, -0.047, -0.056, -0.268, -0.166, -0.142, -0.101, -0.137, 0.062, 0.036, 0.017, 0.031, 0.046, 0.033, 0.063, 0.038, 0.127, 0.042, 0.070, 0.118, 0.081, 0.074, -0.015, 0.009, 0.019, 0.017, 0.021, 0.063, 0.046, 0.016, 0.012, -0.012, 0.097, -0.013, 0.080, 0.051, 0.076, 0.054, 0.013, 0.098, 0.052, 0.063, 0.005, 0.103, 0.095],
  "gap_ha": 0.346
}

***

The structure with the greatest stability is run a.

***

Run a
{
  "formula": "CH3NO2S2",
  "method": "wB97M-V/def2-TZVPD",
  "symbols": ["S", "S", "O", "O", "N", "C", "H", "H", "H"],
  "positions_angstrom": [[-3.902, -0.234, 0.248], [-1.521, 1.149, -0.507], [-4.657, -1.279, -0.413], [-4.411, 1.056, 0.658], [-2.474, -0.079, -0.663], [-0.020, 0.144, -0.027], [-0.334, -0.867, -0.164], [0.812, 0.388, -0.698], [0.421, 0.452, 0.982]],
  "lowdin_charge": [0.705, 0.873, -0.362, -0.382, -0.628, -0.315, 0.017, 0.026, 0.066],
  "smiles": "CSN=S(=O)=O",
  "gap_ha": [0.273, 0.279]
}

***

Run b
{
  "formula": "CH3NO2S2",
  "method": "wB97M-V/def2-TZVPD",
  "symbols": ["S", "S", "O", "O", "N", "C", "H", "H", "H"],
  "positions_angstrom": [[-2.189, -0.016, 0.273], [0.574, -1.977, -0.063], [-0.844, -2.134, 0.165], [-3.477, -0.508, -0.041], [-1.447, 1.011, -0.572], [0.925, -0.448, -0.182], [-1.642, 1.257, -1.555], [0.202, 0.428, -0.323], [2.011, -0.290, -0.382]],
  "lowdin_charge": [0.851, 0.868, -0.661, -0.440, -0.330, -0.360, 0.052, -0.012, 0.030],
  "gap_ha": 0.365
}

***

The structure with the greatest stability is run b.

***

Run a
{
  "formula": "CH3NO2S2",
  "method": "wB97M-V/def2-TZVPD",
  "symbols": ["S", "S", "O", "O", "N", "C", "H", "H", "H"],
  "positions_angstrom": [[2.446, -0.279, -1.662], [-2.376, 1.431, -1.367], [-0.384, 0.121, 0.401], [1.013, -1.153, 1.750], [0.757, -0.463, 0.515], [1.594, -0.535, -0.376], [-1.498, 1.464, -0.340], [-2.053, 0.174, -1.313], [0.502, -0.760, 2.391]],
  "lowdin_charge": [0.867, 0.487, -0.129, 0.102, -0.333, -0.569, -0.228, -0.261, 0.063],
  "gap_ha": 0.260
}

***

Run b
{
  "formula": "CH3NO2S2",
  "method": "wB97M-V/def2-TZVPD",
  "symbols": ["S", "S", "O", "O", "N", "C", "H", "H", "H"],
  "positions_angstrom": [[3.491, -0.813, -0.064], [-5.111, -1.712, 0.186], [3.419, 2.099, -1.398], [3.192, 2.755, 0.794], [2.168, -0.191, 0.436], [3.347, 2.407, -0.278], [-5.635, -2.671, 0.817], [1.382, -0.482, -0.071], [-6.253, -1.391, -0.421]],
  "lowdin_charge": [0.650, 0.510, 0.152, 0.217, -0.462, -0.503, -0.290, -0.055, -0.220],
  "smiles": "O=C=O.N=S.S",
  "gap_ha": [0.274, 0.274]
}

***

The structure with the greatest stability is run b.